238
Properties=species:S:1:pos:R:3:forces:R:3 method="wB97M-V/def2-TZVPD" e_tot_ev=-110082.0897 fmax_ev_per_a=3.38
C -2.4783 -1.6109 -7.8902 -0.55 2.87 0.47
C -3.9598 -1.9352 -8.2284 2.73 0.01 0.89
C -4.5704 -1.1968 -9.4223 0.81 -0.46 0.32
O -4.6550 0.2126 -9.1368 -0.33 -1.54 -0.75
C -5.0410 0.9475 -10.2782 0.32 1.16 0.10
N -3.8571 -3.3663 -8.3285 -1.48 -2.28 -0.39
H -1.6912 -1.9040 -8.5848 -0.40 -0.31 -0.27
H -2.2399 -1.9537 -6.8833 -0.04 -0.45 -0.12
H -2.4212 -0.5274 -7.7851 0.45 0.38 -0.11
H -4.4806 -1.7123 -7.2972 -0.52 0.17 -0.27
H -5.4839 -1.7029 -9.7346 -0.69 0.42 0.44
H -3.9325 -1.3865 -10.2855 0.49 0.34 -0.21
H -6.1090 0.9909 -10.4913 -0.25 -0.42 0.31
H -4.5428 0.6815 -11.2105 0.26 -0.53 0.07
H -4.7229 1.9704 -10.0767 -0.11 0.11 0.03
H -2.9887 -3.6888 -8.7311 0.06 0.51 -0.94
H -3.6766 -3.7354 -7.4058 -0.75 0.00 0.48
C -0.4891 -0.1260 -1.2528 0.36 1.08 1.21
C 0.8401 0.6561 -1.0928 -0.39 -0.65 0.57
C 1.3824 0.6339 0.3785 -1.51 1.24 0.28
O 0.3251 1.0774 1.3056 0.44 -0.40 -2.07
C 0.7211 1.3666 2.6170 -0.32 -0.63 -0.44
N 1.8430 0.1238 -1.9840 0.94 -0.10 -0.42
H -0.9180 0.0269 -2.2431 0.07 -0.20 0.03
H -1.1602 0.2655 -0.4884 -0.40 -0.04 -0.17
H -0.3380 -1.1768 -1.0057 0.07 -0.12 -0.31
H 0.7343 1.6875 -1.4291 -0.37 0.17 0.41
H 2.1726 1.3718 0.5163 0.44 -0.25 -0.37
H 1.7272 -0.3693 0.6294 0.05 -0.16 0.16
H 1.4472 2.1737 2.7143 0.16 0.15 -0.18
H 1.1328 0.4415 3.0207 0.08 0.07 0.70
H -0.2219 1.6550 3.0813 0.29 -0.08 0.49
H 1.8928 -0.8843 -1.9462 0.01 -0.30 0.30
H 1.5365 0.3061 -2.9289 0.13 0.17 -0.22
C 3.4635 7.0735 10.6312 0.53 -1.07 -0.46
C 3.8138 5.7246 11.3043 -1.02 1.17 -0.98
C 3.9594 4.5664 10.3096 1.41 0.13 0.90
O 2.7800 4.1440 9.7529 -1.75 0.40 -0.34
C 2.8705 3.1344 8.7774 0.43 0.09 0.11
N 5.0572 5.9038 12.0617 -0.76 -0.80 -0.23
H 3.6940 7.9097 11.2912 -0.44 -0.01 0.08
H 2.4340 7.0359 10.2751 -0.01 0.37 0.16
H 4.1152 7.1837 9.7644 0.04 0.15 -0.15
H 2.9554 5.5075 11.9401 -0.07 -0.37 0.33
H 4.3713 3.7222 10.8626 0.42 -0.29 0.27
H 4.7193 4.8483 9.5808 0.09 0.12 -0.43
H 1.9088 2.6265 8.7049 0.05 0.15 0.01
H 3.6423 2.4100 9.0377 0.05 -0.25 0.18
H 3.1581 3.5467 7.8103 -0.10 0.13 -0.22
H 5.1124 5.0116 12.5320 0.78 -0.20 0.48
H 4.7971 6.5519 12.7913 0.34 0.30 0.25
C -0.5895 -4.4752 2.4618 0.16 -0.57 0.80
C 0.7204 -5.1383 2.9750 -0.17 -0.63 -1.71
C 0.7379 -6.7091 2.9074 0.07 2.57 0.75
O 1.9061 -7.1426 3.6117 -1.43 0.34 -1.15
C 2.1141 -8.4981 3.3418 1.97 -0.34 1.08
N 1.7398 -4.6533 2.0177 -0.10 0.16 0.53
H -0.5587 -3.4068 2.6757 -0.02 0.05 0.24
H -1.4585 -4.9037 2.9612 -0.13 0.10 -0.04
H -0.7299 -4.5350 1.3825 0.20 -0.45 -0.02
H 0.9567 -4.7964 3.9826 -0.24 -0.21 0.25
H 0.7951 -6.9618 1.8486 -0.05 -0.25 -0.03
H -0.1973 -7.0400 3.3590 0.01 -0.61 0.14
H 3.1627 -8.6409 3.6027 0.21 -0.27 0.01
H 2.0634 -8.7922 2.2935 -0.64 0.09 -0.05
H 1.5853 -9.1306 4.0549 -0.60 -0.22 -0.43
H 2.6365 -4.6351 2.4822 0.38 -0.11 -0.06
H 1.4745 -3.6866 1.8944 0.43 0.36 -0.39
C 7.3054 0.1336 -2.0237 0.99 0.02 0.08
C 7.2238 -1.1802 -2.7691 0.46 -1.04 1.10
C 6.9151 -2.4195 -1.8288 -0.19 0.55 0.17
O 6.6910 -3.6726 -2.4505 0.70 0.05 -1.51
C 7.8187 -4.1544 -3.1915 0.05 -0.55 0.69
N 6.2377 -1.0559 -3.7538 -1.21 -0.07 -1.41
H 8.1495 0.0936 -1.3352 -0.21 0.22 0.38
H 6.3776 0.4232 -1.5303 -0.05 -0.40 0.27
H 7.5049 0.9503 -2.7174 0.10 -0.15 -0.20
H 8.1036 -1.4030 -3.3727 0.72 0.24 0.63
H 5.9480 -2.2422 -1.3583 -0.01 0.36 0.22
H 7.6486 -2.5811 -1.0388 0.40 0.33 0.12
H 8.6398 -4.3962 -2.5166 0.20 0.17 0.32
H 8.2359 -3.4903 -3.9484 -0.40 0.26 -0.09
H 7.5695 -5.1122 -3.6482 -0.39 0.21 -0.11
H 6.1953 -1.9710 -4.1790 -0.80 -0.03 -0.43
H 5.3584 -0.8286 -3.3118 -0.46 -0.18 -0.20
C 1.2860 -4.8997 -4.7304 -1.42 -0.34 -0.48
C 1.2352 -5.5137 -3.3356 1.28 0.25 0.70
C 1.6449 -7.0011 -3.2549 -0.61 -0.54 -1.27
O 0.8226 -7.7523 -4.1595 -0.80 -0.49 0.09
C 0.9503 -9.1820 -4.1263 0.48 0.81 -0.35
N 2.1098 -4.6717 -2.4706 -0.31 -0.57 -0.07
H 0.3965 -5.1636 -5.3024 -0.20 -0.27 0.02
H 2.0904 -5.2386 -5.3831 0.43 0.11 0.45
H 1.2284 -3.8131 -4.6660 0.44 -0.06 0.13
H 0.2808 -5.4232 -2.8171 -0.48 0.00 -0.70
H 1.5236 -7.3990 -2.2474 0.10 0.12 0.27
H 2.6547 -7.1884 -3.6198 0.55 0.44 0.38
H 0.2713 -9.6171 -4.8596 -0.34 0.29 0.23
H 0.7856 -9.6130 -3.1388 -0.15 0.11 0.15
H 1.9345 -9.4885 -4.4803 0.39 0.06 0.18
H 3.0675 -4.9736 -2.5796 0.35 0.11 0.01
H 1.8526 -4.8651 -1.5133 0.21 0.06 0.36
C -2.0653 4.5413 -5.3858 -1.18 0.67 0.25
C -2.0094 6.0026 -4.8494 1.88 -2.42 -0.72
C -1.6995 5.9559 -3.3370 -0.57 0.12 -0.65
O -2.7708 5.3603 -2.6193 0.15 -0.06 -0.16
C -2.4755 5.1199 -1.2545 -0.78 0.28 0.25
N -0.8125 6.5540 -5.5354 -0.32 1.30 0.63
H -1.9606 4.5628 -6.4705 -0.10 -0.05 -0.05
H -3.0470 4.1284 -5.1538 0.18 -0.58 0.13
H -1.2350 3.9612 -4.9829 -0.17 -0.12 0.13
H -2.9397 6.5011 -5.1216 0.25 0.41 0.24
H -1.4410 6.9713 -3.0365 -0.21 0.19 0.50
H -0.8257 5.3239 -3.1784 0.40 -0.01 -0.18
H -3.0844 4.3179 -0.8372 -0.03 -0.44 -0.63
H -2.8362 5.9618 -0.6636 0.63 0.47 0.14
H -1.4309 4.8716 -1.0671 0.12 0.21 -0.07
H -0.8106 6.3343 -6.5213 -0.30 0.06 -0.06
H 0.0215 6.1074 -5.1819 0.15 -0.09 0.23
C -6.0692 -1.8209 1.3897 0.70 1.37 0.06
C -7.4251 -1.1145 1.3228 -0.07 -0.71 0.70
C -7.4123 0.4292 1.3621 0.29 -0.88 0.28
O -6.7017 0.8593 2.5074 -0.15 0.70 1.00
C -7.4007 0.7487 3.7828 0.54 0.00 -1.25
N -8.1765 -1.6695 0.2550 -1.32 -0.29 -1.74
H -6.0779 -2.9083 1.3146 -0.56 -0.01 0.38
H -5.5407 -1.4873 2.2827 0.23 -0.27 0.04
H -5.4799 -1.5146 0.5254 0.19 0.23 -0.10
H -8.0124 -1.4457 2.1792 0.22 0.26 0.67
H -8.4172 0.8506 1.3388 -0.37 -0.26 0.19
H -6.9292 0.8527 0.4815 0.43 -0.08 0.01
H -6.8894 1.3439 4.5394 0.38 -0.06 -0.30
H -7.3915 -0.2985 4.0849 -0.35 0.04 0.19
H -8.4021 1.1735 3.7132 -0.24 -0.30 -0.15
H -8.1100 -1.2239 -0.6489 0.21 0.34 -0.06
H -7.9075 -2.6327 0.1134 -0.17 -0.06 -0.03
C 2.9344 2.0837 -7.2387 -0.36 -1.28 -0.36
C 2.8597 3.5701 -7.0196 1.96 -1.25 0.78
C 3.3164 3.9005 -5.5832 -2.00 -0.05 -0.49
O 2.8706 5.2273 -5.3337 0.66 0.03 -0.16
C 3.1750 5.6820 -4.0539 0.09 0.62 0.95
N 3.8513 4.1067 -7.9558 -0.66 1.25 -0.79
H 2.3166 1.4371 -6.6157 -0.16 0.38 0.48
H 3.9500 1.6992 -7.1440 0.13 0.06 -0.13
H 2.5582 1.8846 -8.2421 0.39 -0.06 -0.19
H 1.8282 3.8148 -7.2728 0.24 0.91 0.23
H 4.3812 3.6843 -5.4964 0.35 0.62 -0.03
H 2.8447 3.2423 -4.8536 -0.30 -0.20 0.20
H 2.6344 6.5965 -3.8097 -0.48 -0.08 -0.38
H 4.2072 5.9931 -3.8935 0.48 -0.39 -0.34
H 2.9246 4.9454 -3.2904 -0.05 -0.23 0.11
H 3.8838 5.1134 -7.8808 -0.31 0.34 -0.13
H 4.8044 3.8569 -7.7337 -0.05 -0.67 0.29
C -5.1687 -5.7563 -2.8035 -1.14 0.12 1.88
C -3.7235 -6.0187 -2.8111 1.36 0.64 1.13
C -3.1934 -7.1111 -1.7557 -0.56 0.46 -1.20
O -3.3905 -6.6329 -0.4840 -0.16 1.01 0.89
C -3.8476 -7.5268 0.4898 -0.03 0.94 0.42
N -3.3640 -6.2475 -4.1457 0.98 -1.15 -1.24
H -5.5216 -4.9005 -3.3790 0.47 -0.20 -0.38
H -5.3116 -5.4606 -1.7642 -1.00 -0.31 0.24
H -5.7250 -6.6551 -3.0695 -0.30 0.03 0.11
H -3.2567 -5.0592 -2.5886 0.34 0.00 0.78
H -2.1318 -7.3475 -1.8276 0.39 0.31 -0.81
H -3.6779 -8.0814 -1.8645 -0.55 -0.13 -0.42
H -3.1529 -8.3404 0.6987 -0.01 -0.27 -0.20
H -4.8574 -7.8612 0.2517 -0.03 -0.40 0.02
H -3.8873 -6.8840 1.3692 -0.21 -0.37 0.31
H -2.3829 -6.4851 -4.1152 0.40 -0.26 -0.73
H -3.8774 -7.0845 -4.3825 0.16 -0.38 -0.83
C 5.6335 4.4891 2.9254 -0.70 0.92 0.36
C 6.0998 5.7478 3.6852 -2.91 0.31 -1.69
C 5.2518 6.2493 4.9306 -0.38 -0.97 -0.24
O 3.8816 6.5292 4.6891 -0.81 0.38 -0.49
C 3.1207 6.9979 5.8135 0.56 -0.12 0.39
N 7.4752 5.6127 4.0112 -0.26 0.25 0.98
H 4.5820 4.6168 2.6685 -0.14 -0.18 0.10
H 5.7493 3.5645 3.4908 0.16 -0.05 -0.02
H 6.1697 4.4744 1.9765 0.21 -0.33 0.19
H 5.9953 6.5276 2.9308 0.00 0.38 0.01
H 5.7365 7.1443 5.3205 0.22 0.18 0.13
H 5.2554 5.4695 5.6923 0.49 -0.22 0.37
H 2.7147 6.2212 6.4615 0.43 -0.70 -0.06
H 2.2139 7.5539 5.5753 0.35 0.16 -0.96
H 3.7289 7.6345 6.4560 0.16 0.18 -0.01
H 7.5299 6.4395 4.5886 1.48 0.27 0.46
H 7.3768 4.8571 4.6741 1.10 -0.48 0.53
C -11.4852 -0.4359 -3.2900 1.48 0.40 1.84
C -10.7661 0.9832 -3.2359 0.14 -2.89 -0.85
C -9.3214 0.9764 -3.8918 -0.37 -0.25 0.01
O -8.3372 0.0434 -3.3371 -0.77 1.12 -0.34
C -6.9892 0.4390 -3.5774 0.01 0.38 -0.27
N -11.7149 1.8067 -3.9306 0.71 1.30 -0.23
H -11.3329 -1.0706 -4.1630 -0.06 0.68 -0.48
H -12.5354 -0.2866 -3.0395 0.04 -0.08 -0.27
H -11.0482 -1.0408 -2.4955 -0.11 -0.15 0.21
H -10.6688 1.3769 -2.2242 -0.08 -0.39 0.18
H -8.9919 2.0154 -3.8903 0.57 0.21 0.66
H -9.4286 0.8197 -4.9652 -0.14 -0.65 -0.25
H -6.2928 -0.2722 -3.1333 -0.35 -0.01 0.34
H -6.7870 1.4518 -3.2288 -0.07 0.06 0.60
H -6.6819 0.5099 -4.6208 -0.53 -0.37 -0.53
H -11.9507 1.4001 -4.8245 0.00 -0.06 -0.19
H -11.2186 2.6675 -4.1115 -0.43 0.67 -0.37
C 8.3662 -6.9423 3.1542 -0.20 1.22 0.58
C 6.9486 -6.2705 2.9572 2.50 -0.40 1.52
C 7.0507 -4.7680 3.3573 -1.60 -0.72 -0.23
O 5.7033 -4.1825 3.4449 2.02 -2.32 -1.28
C 5.6981 -2.8623 3.8261 -1.15 0.15 1.10
N 6.5270 -6.5526 1.6322 -1.80 0.43 -1.25
H 8.6632 -6.9385 4.2029 -0.26 -0.04 0.27
H 9.1242 -6.2998 2.7061 0.16 -0.25 -0.54
H 8.4447 -7.9767 2.8198 -0.29 0.27 -0.35
H 6.3421 -6.8373 3.6635 -0.58 0.39 -0.08
H 7.6147 -4.2621 2.5737 0.10 0.26 -0.11
H 7.5869 -4.6675 4.3010 -0.10 0.11 0.23
H 6.4303 -2.2071 3.3541 0.03 -0.04 -0.16
H 5.7808 -2.8718 4.9130 0.47 0.68 0.31
H 4.6646 -2.5748 3.6327 0.14 0.72 -0.20
H 6.7822 -5.8489 0.9542 1.38 0.21 -0.12
H 5.5528 -6.2892 1.5911 -0.90 -0.67 0.26
C -1.7830 7.5967 9.4546 -1.02 0.77 -0.47
C -3.1780 7.1547 9.0490 -0.11 -1.52 -1.35
C -3.1066 6.1754 7.8235 0.35 0.93 0.19
O -2.6668 6.9452 6.6997 0.05 -0.93 -0.23
C -2.3441 6.1305 5.5908 0.87 0.58 -1.31
N -3.8076 6.5281 10.2151 -0.24 -0.34 -0.54
H -1.1432 6.7297 9.6193 0.04 0.11 0.23
H -1.9762 8.1878 10.3498 0.70 -0.06 0.16
H -1.3757 8.2310 8.6673 0.26 -0.07 0.12
H -3.8282 7.9345 8.6526 0.24 0.54 0.49
H -4.0582 5.6964 7.5927 -0.38 0.10 0.10
H -2.3963 5.3711 8.0147 0.29 -0.17 0.15
H -1.7888 6.6896 4.8378 0.11 0.88 0.32
H -3.1536 5.7870 4.9467 -0.73 -0.39 0.75
H -1.6216 5.3319 5.7593 -0.34 -0.43 0.79
H -4.7562 6.2887 9.9644 -0.54 0.30 0.06
H -3.4098 5.6007 10.2560 0.49 -0.32 0.54

110
Properties=species:S:1:pos:R:3:forces:R:3 method="wB97M-V/def2-TZVPD" e_tot_ev=-102965.5433 charge=+1 fmax_ev_per_a=1.17 spin_multiplicity=4
V -0.2104 0.0565 0.1238 0.51 -0.79 -0.71
C -7.3893 -1.2936 -2.7850 0.02 -0.01 -0.01
C -6.2675 -2.0628 -3.0641 -0.03 0.01 0.01
C -5.0595 -1.7790 -2.4441 0.00 0.02 0.02
C -4.9612 -0.7113 -1.5513 0.04 -0.06 -0.08
C -6.0889 0.0608 -1.2808 0.02 0.02 0.06
C -7.2991 -0.2364 -1.8892 -0.01 0.01 0.02
C -3.6502 -0.4165 -0.9176 0.02 0.01 0.13
C -3.1067 -1.3587 -0.0753 -0.12 -0.03 -0.16
C -3.7761 -2.5526 0.3441 0.03 -0.02 -0.01
C -2.8885 -3.2535 1.0981 -0.07 -0.03 0.11
C -1.6949 -2.4685 1.1414 0.09 0.10 -0.04
N -1.8345 -1.3143 0.4742 -0.19 -0.16 0.19
C -0.4891 -2.7923 1.8722 -0.05 -0.03 -0.08
C 0.0039 -1.7127 2.6426 -0.10 0.03 0.03
C 0.3966 -1.8200 4.0269 -0.03 -0.02 0.05
C 0.4535 -0.5535 4.4953 0.03 -0.05 0.05
C 0.2162 0.3085 3.3654 0.06 0.28 0.04
C 0.5886 1.6324 3.3356 0.03 -0.15 0.11
C 0.9838 2.2999 4.6072 0.06 0.01 -0.06
C 2.3297 2.5079 4.9044 0.03 0.07 0.00
C 2.6940 3.1123 6.0994 -0.02 -0.01 -0.02
C 1.7178 3.5176 7.0019 0.05 -0.03 -0.03
C 0.3778 3.3142 6.7068 -0.03 0.01 0.01
C 0.0102 2.7049 5.5142 -0.04 -0.04 0.01
C 0.7144 2.3430 2.1123 -0.08 0.07 -0.26
N 0.1927 1.9372 0.9279 0.30 0.57 0.33
C 0.3651 3.0135 0.0820 -0.10 0.06 -0.05
C -0.5060 3.2949 -0.9600 0.13 -0.02 0.11
C -0.2731 4.5282 -1.7469 0.00 0.04 -0.07
C -1.1750 5.5917 -1.7304 0.00 0.00 0.04
C -0.9097 6.7407 -2.4599 0.00 0.00 -0.01
C 0.2511 6.8351 -3.2177 -0.02 0.00 0.02
C 1.1549 5.7819 -3.2331 0.01 0.01 -0.01
C 0.9001 4.6354 -2.4947 -0.02 -0.07 0.00
C -1.6485 2.4994 -1.1911 -0.18 -0.03 -0.07
C -2.7189 2.8623 -2.0509 0.16 0.17 0.00
C -3.5855 1.8110 -2.0548 -0.16 -0.17 0.00
C -3.0250 0.8233 -1.2033 0.03 0.04 -0.06
N -1.8350 1.2391 -0.6838 -0.12 0.14 -0.10
C 1.1372 4.0343 0.7161 0.03 0.05 -0.06
C 1.3190 3.6299 1.9991 0.01 -0.01 0.21
N -0.1048 -0.4369 2.2525 -0.05 -0.03 0.22
C 0.1395 -4.0908 1.9184 0.01 -0.01 -0.02
C 1.4705 -4.1777 2.3767 -0.02 0.03 -0.01
C 2.1385 -5.3862 2.3964 0.03 -0.01 0.00
C 1.5060 -6.5391 1.9480 0.00 0.00 0.00
C 0.2091 -6.4671 1.4497 0.00 -0.03 -0.01
C -0.4597 -5.2607 1.4155 -0.02 0.03 0.01
H -8.3336 -1.5162 -3.2657 0.03 0.00 0.02
H -6.3335 -2.8863 -3.7642 0.01 0.03 0.02
H -4.1786 -2.3725 -2.6618 -0.04 0.02 0.00
H -6.0186 0.8828 -0.5772 -0.01 -0.03 -0.04
H -8.1750 0.3584 -1.6610 0.04 -0.02 -0.01
H -4.8033 -2.7992 0.1224 0.08 0.01 0.02
H -3.0681 -4.1637 1.6484 0.02 0.06 -0.07
H 0.5133 -2.7428 4.5733 0.00 0.04 -0.04
H 0.6815 -0.2205 5.4964 -0.02 -0.01 -0.06
H 3.0947 2.1991 4.1988 -0.05 -0.01 0.03
H 3.7425 3.2652 6.3244 -0.05 0.00 0.00
H 2.0038 3.9891 7.9338 -0.01 -0.01 -0.04
H -0.3866 3.6323 7.4057 0.04 -0.02 -0.04
H -1.0367 2.5436 5.2827 0.04 0.01 0.01
H -2.0674 5.5295 -1.1180 0.03 0.00 -0.04
H -1.6097 7.5668 -2.4338 0.03 -0.03 0.01
H 0.4524 7.7324 -3.7898 -0.01 -0.04 0.02
H 2.0636 5.8522 -3.8189 -0.05 -0.01 0.03
H 1.5980 3.8054 -2.5095 -0.02 0.04 0.00
H -2.7967 3.7833 -2.6056 -0.01 -0.05 0.04
H -4.5170 1.7198 -2.5907 0.08 0.02 0.02
H 1.4120 4.9773 0.2716 -0.03 -0.03 0.01
H 1.7802 4.1733 2.8087 -0.03 -0.03 -0.06
H 1.9911 -3.2760 2.6739 0.01 -0.04 -0.02
H 3.1631 -5.4274 2.7441 -0.04 0.00 -0.01
H 2.0315 -7.4858 1.9613 -0.02 0.02 0.00
H -0.2757 -7.3586 1.0717 0.02 0.03 0.01
H -1.4469 -5.2227 0.9823 0.02 -0.02 0.01
C 0.3084 -4.1749 -1.8281 -0.05 -0.05 0.08
C -0.4935 -3.1357 -1.3537 -0.08 0.04 -0.09
N 0.2119 -2.0166 -1.1879 0.07 -0.07 0.14
N 1.4645 -2.3062 -1.6142 0.08 -0.09 -0.01
C 1.5564 -3.6069 -1.9526 -0.01 0.14 -0.12
B 2.5157 -1.1715 -1.7433 -0.13 0.06 0.05
N 1.8037 0.0568 -2.3873 -0.03 -0.03 -0.05
C 2.1074 0.5202 -3.6177 -0.07 0.03 0.00
C 1.0315 1.2297 -4.0972 0.02 -0.02 -0.04
C 0.0847 1.1485 -3.0766 -0.06 -0.03 -0.10
N 0.5558 0.4679 -2.0330 0.07 0.18 0.34
N 2.9904 -0.8460 -0.3272 0.22 0.21 -0.12
C 4.1758 -1.0932 0.2481 -0.08 -0.11 0.04
C 4.1020 -0.6945 1.5645 -0.02 0.06 0.08
C 2.8088 -0.1994 1.7007 0.00 -0.01 0.14
N 2.1219 -0.2917 0.5584 -0.13 -0.24 -0.28
N 3.6560 -1.5656 -2.6743 -0.09 -0.13 0.17
C 3.5768 -2.2216 -3.8681 -0.07 0.11 0.15
C 4.7567 -2.0364 -4.5314 0.20 0.05 -0.05
C 5.5159 -1.2219 -3.6640 0.06 0.08 0.01
N 4.8508 -0.9250 -2.5623 -0.06 -0.19 -0.27
H 0.0241 -5.1946 -2.0340 0.02 0.10 0.00
H -1.5528 -3.1567 -1.1494 0.13 -0.03 -0.02
H 2.4921 -4.0397 -2.2656 -0.03 0.06 -0.02
H 3.0562 0.3058 -4.0840 -0.06 -0.01 0.08
H 0.9361 1.7181 -5.0543 0.00 -0.04 0.11
H -0.9185 1.5345 -3.0972 0.07 -0.02 0.06
H 4.9885 -1.5263 -0.3095 -0.10 0.08 -0.02
H 4.8755 -0.7407 2.3140 -0.07 0.01 -0.06
H 2.3701 0.2029 2.5935 -0.01 0.01 -0.06
H 2.6810 -2.7279 -4.1866 0.00 -0.02 0.08
H 5.0372 -2.4262 -5.4971 -0.03 0.03 0.09
H 6.5160 -0.8359 -3.7999 -0.06 -0.05 -0.01